The following is a DFT calculation (the ωB97M-V functional and the def2-TZVPD basis) of C55H47BBrClF4N7O4PbS3Se as an isolated structure.

```
! RIJCOSX wB97M-V def2-TZVPD def2/J DEFGRID3
* xyz 1 1
Pb 0.16020 0.97557 1.07106
N -1.21689 0.68034 -0.85988
S -1.11979 -0.03973 -2.12982
N -1.26640 -1.67969 -2.17819
S -0.41702 -2.94916 -1.99738
N 0.28809 -3.37122 -0.71114
S 0.28725 -2.62098 0.77213
N 0.62988 -1.20423 0.69295
C 1.54771 -3.68577 1.46181
C 1.40364 -5.06272 1.60222
C 2.48551 -5.80061 2.05046
C 3.69323 -5.17124 2.32926
C 3.83157 -3.80412 2.14356
C 2.75210 -3.05444 1.70436
C -1.35160 -3.11698 1.34974
C -1.58298 -4.19465 2.18902
C -2.89321 -4.56384 2.46375
C -3.94955 -3.85991 1.90725
C -3.70028 -2.75334 1.10452
C -2.39829 -2.37021 0.83096
C 0.84058 -3.11749 -3.24824
C 0.52394 -2.83262 -4.56803
C 1.51437 -2.93359 -5.52923
C 2.79657 -3.33127 -5.16610
C 3.09306 -3.62809 -3.84282
C 2.11162 -3.52055 -2.86926
C -1.60597 -4.21333 -2.38136
C -1.45417 -5.45068 -1.77308
C -2.39081 -6.43853 -2.03204
C -3.45117 -6.18170 -2.89167
C -3.58561 -4.93748 -3.49551
C -2.66074 -3.93915 -3.23856
C 0.37210 0.29308 -3.05198
C 1.55130 -0.10553 -2.43288
C 2.75377 0.12401 -3.08098
C 2.76754 0.74752 -4.32315
C 1.58311 1.16946 -4.91177
C 0.36997 0.94943 -4.27360
C -2.50480 0.27439 -3.21661
C -3.56499 0.98066 -2.68180
C -4.71385 1.14079 -3.44540
C -4.78519 0.60072 -4.72055
C -3.70835 -0.10670 -5.24727
C -2.56218 -0.27894 -4.49157
H 0.48283 -5.56199 1.34085
H 2.38640 -6.86973 2.18220
H 4.53080 -5.75300 2.69173
H 4.77113 -3.31174 2.35254
H 2.82238 -1.98748 1.56517
H -0.76775 -4.72281 2.65751
H -3.08317 -5.40395 3.11914
H -4.96859 -4.15729 2.11860
H -4.52067 -2.17669 0.69718
H -2.19424 -1.48195 0.24962
H -0.48356 -2.54029 -4.83967
H 1.28564 -2.70571 -6.56203
H 3.56720 -3.41346 -5.92207
H 4.09122 -3.94114 -3.56519
H 2.31840 -3.73641 -1.82869
H -0.61819 -5.62163 -1.10681
H -2.29636 -7.40733 -1.55984
H -4.18095 -6.95649 -3.09048
H -4.41695 -4.74167 -4.15921
H -2.76712 -2.95126 -3.67108
H 1.52086 -0.56692 -1.44736
H 3.68060 -0.18160 -2.61107
H 3.70975 0.91973 -4.82852
H 1.60178 1.67687 -5.86774
H -0.55310 1.30367 -4.71313
H -3.48545 1.39465 -1.68364
H -5.55439 1.68892 -3.04043
H -5.68334 0.72943 -5.31105
H -3.76767 -0.52966 -6.24215
H -1.72068 -0.83683 -4.88134
O -2.10173 3.40493 -0.64769
H -1.94801 3.67254 0.26415
H -1.84713 2.46322 -0.70031
O 2.88890 1.04851 0.94532
H 3.09797 0.27680 1.50190
H 2.95621 1.78922 1.56671
Cl 3.05238 8.40408 0.86366
C 2.51301 6.79181 0.55695
C 3.28791 5.74640 0.83481
C 2.77271 4.36125 0.59611
C 1.66310 4.30503 -0.42676
C 1.49240 3.23047 -1.19538
C 0.77570 5.46392 -0.49268
C 1.17577 6.64767 -0.01870
H 4.26665 5.85974 1.28072
H 3.58036 3.69150 0.31578
H 2.19499 2.40256 -1.17575
H 0.65251 3.16877 -1.88189
H -0.19489 5.34505 -0.96179
H 0.54619 7.52611 -0.07685
F 3.32089 -0.47809 3.17443
B 2.28838 -0.34830 4.15585
F 1.29158 0.56315 3.65110
F 1.70519 -1.62001 4.32945
F 2.79922 0.13100 5.34292
Br -0.86773 8.72538 4.43531
C 0.49244 7.41461 4.32765
C 1.63231 7.54278 5.10685
C 2.64281 6.59775 4.99780
C 2.51326 5.53456 4.11882
C 1.34813 5.40237 3.37117
C 0.32615 6.33929 3.47728
C 1.16680 4.26560 2.43931
O 2.31278 3.76420 1.88351
O 0.09960 3.77250 2.18403
H 1.72190 8.36867 5.79974
H 3.53201 6.69187 5.60660
H 3.29138 4.78908 4.02499
H -0.57255 6.22759 2.88581
Se -1.39945 -1.85593 5.25954
N -2.20651 -0.53508 6.05327
C -2.32886 0.42433 5.14619
C -2.89888 1.69804 5.37172
C -2.93060 2.56010 4.32152
C -2.37029 2.18494 3.07792
N -1.82098 1.02532 2.80545
C -1.81121 0.11330 3.82718
N -1.29481 -1.09233 3.69520
H -3.26577 1.96673 6.35404
H -3.35853 3.54734 4.43134
H -2.36375 2.90591 2.26949
*
```

The energy relative to the best compared isomer or geometry (same formula, charge and spin) comes out at 0.0000 eV. As for the HOMO-LUMO gap: 0.2831 Eh. The value obtained for the HOMO energy is -10.53 eV. For the electronic energy, the calculation gives -273623.628 eV.

=====

The following is a DFT calculation (the ωB97M-V functional and the def2-TZVPD basis) of C55H47BrF5N3NbO10 as an isolated structure.

```
! RIJCOSX wB97M-V def2-TZVPD def2/J DEFGRID3
* xyz -1 1
C 4.61338 6.59223 -1.14947
C 3.72399 5.54309 -0.54091
N 3.26789 5.75289 0.62987
C 3.49013 4.29921 -1.33856
Nb 1.80286 4.27762 -2.85648
Br 1.09867 6.70201 -2.08458
C 3.15319 5.31838 -4.34648
C 2.46096 6.31554 -5.30974
C 2.19484 5.77423 -6.72652
N 0.79482 5.55879 -7.07576
C 0.52090 3.49908 -1.16224
C -0.96696 3.24399 -1.45964
C -1.77743 4.44867 -1.83775
O -2.25756 5.09733 -0.62849
C -3.15114 6.08002 -0.90899
C -2.62828 7.30619 -1.59827
O -4.31924 5.98133 -0.57274
O 0.27350 4.23880 -4.28143
N -0.16715 3.01627 -4.64842
O -1.30538 2.99666 -4.96145
C 2.51220 2.15253 -3.38278
F 1.55060 1.20796 -3.16034
F 3.53832 1.79587 -2.53351
C 3.08603 1.87963 -4.80120
F 4.39872 2.22039 -4.84767
F 3.00914 0.54942 -5.09980
F 2.43743 2.54480 -5.77189
H 4.02778 7.30524 -1.70959
H 5.34893 6.11301 -1.78453
H 5.12795 7.09471 -0.34123
H 2.69278 4.95654 0.90359
H 4.41854 4.07731 -1.85852
H 3.34174 3.49896 -0.62065
H 3.77020 4.65591 -4.95152
H 3.85190 5.89992 -3.75028
H 3.11330 7.17792 -5.40033
H 1.52284 6.69634 -4.92171
H 2.56884 6.52686 -7.41873
H 2.76836 4.88113 -6.93148
H 0.52074 4.60097 -6.95612
H 0.19522 6.16192 -6.54237
H 0.94526 2.56513 -0.79027
H 0.56595 4.19130 -0.32544
H -1.42764 2.85830 -0.55109
H -1.11831 2.46503 -2.19515
H -2.64152 4.14285 -2.42371
H -1.22717 5.16877 -2.42685
H -3.44845 7.99891 -1.70177
H -2.24579 7.06504 -2.58209
H -1.82275 7.76817 -1.04303
C 1.99398 1.19926 6.62426
C 1.31838 0.26289 7.40002
C 0.23345 -0.41852 6.87749
C -0.18760 -0.16014 5.57886
C 0.48205 0.79087 4.80693
C 1.57725 1.46298 5.33098
C 0.03118 1.10525 3.42006
O 0.61592 1.91903 2.74302
C -1.15970 0.38596 2.89057
C -1.61582 0.68949 1.61568
C -2.70712 0.01569 1.09537
C -3.34264 -0.96933 1.84485
C -2.89562 -1.27156 3.11974
C -1.80788 -0.59012 3.65148
C -1.34633 -0.91408 5.02610
O -1.88061 -1.79383 5.67737
H 2.84638 1.72581 7.03201
H 1.64113 0.06522 8.41353
H -0.29312 -1.15049 7.47347
H 2.09591 2.19057 4.72270
H -1.11277 1.45081 1.03567
H -3.06207 0.25573 0.10210
H -4.19009 -1.50033 1.43210
H -3.38653 -2.03508 3.70647
C 3.73987 -5.76910 0.74818
C 4.28370 -6.90072 1.34608
C 3.85211 -7.30263 2.59851
C 2.87852 -6.57077 3.26448
C 2.34353 -5.42402 2.66959
C 2.77331 -5.03157 1.40866
C 1.32861 -4.60130 3.38282
O 0.85724 -3.59729 2.88561
C 0.90642 -5.03299 4.74011
C -0.02061 -4.25599 5.41483
C -0.44825 -4.62779 6.67576
C 0.04928 -5.78980 7.26010
C 0.97508 -6.57273 6.58664
C 1.41171 -6.19523 5.32375
C 2.41761 -7.02885 4.60891
O 2.84925 -8.05099 5.10007
H 4.07497 -5.46034 -0.23269
H 5.04662 -7.46965 0.83200
H 4.26862 -8.18325 3.06630
H 2.35243 -4.14760 0.95158
H -0.40434 -3.36827 4.94818
H -1.17048 -4.01408 7.19674
H -0.28903 -6.08669 8.24397
H 1.36138 -7.47645 7.03612
C -0.87187 -3.58251 0.18487
C -1.50756 -4.59939 0.89018
C -2.66109 -5.17891 0.39138
C -3.19530 -4.73687 -0.81195
C -2.56907 -3.70155 -1.51137
C -1.40351 -3.13339 -1.01250
C -3.14324 -3.18131 -2.78344
O -2.60027 -2.29060 -3.39892
C -4.41398 -3.78598 -3.27883
C -4.99571 -3.28280 -4.43488
C -6.16780 -3.83867 -4.91606
C -6.76106 -4.90528 -4.24836
C -6.18768 -5.40773 -3.09376
C -5.01701 -4.84634 -2.60041
C -4.42900 -5.38183 -1.33918
O -4.94675 -6.31463 -0.75978
H 0.02826 -3.13409 0.58084
H -1.10051 -4.93602 1.83283
H -3.15524 -5.97240 0.93394
H -0.92102 -2.33737 -1.56239
H -4.52750 -2.45602 -4.94997
H -6.62200 -3.44217 -5.81418
H -7.67458 -5.34175 -4.62966
H -6.64486 -6.23350 -2.56749
*
```

As for the HOMO-LUMO gap: 0.2026 Eh. The value obtained for the HOMO energy is -5.41 eV. For the electronic energy, the calculation gives -167923.166 eV.

=====

The following is a DFT calculation (the ωB97M-V functional and the def2-TZVPD basis) of C55H48IKN2P2SSb as an isolated structure.

```
! RIJCOSX wB97M-V def2-TZVPD def2/J DEFGRID3
* xyz 1 1
K 0.00698 -1.50769 1.40251
C 2.13267 1.41233 -0.30847
N 3.17508 0.52819 -0.80756
C 3.15090 -0.83594 -0.41705
P 3.84563 -1.43275 1.26760
C 5.66209 -1.72863 0.91816
C 6.78882 -1.04476 1.36786
C 8.08109 -1.42674 0.99294
C 8.22734 -2.49328 0.12261
C 7.14088 -3.21689 -0.30613
C 5.88126 -2.86144 0.12304
C 3.78463 0.15820 2.18903
C 4.40315 1.34032 1.74279
C 4.21857 2.51434 2.45430
C 3.30554 2.59617 3.48883
C 2.61783 1.43252 3.86806
C 2.89128 0.22876 3.26153
C 4.10947 1.03291 -1.69312
C 3.80106 2.09430 -2.56974
C 4.79716 2.64372 -3.35272
C 6.08529 2.12374 -3.37273
C 6.38122 1.01005 -2.60200
C 5.40260 0.47601 -1.77231
P 0.34312 1.26312 -0.96363
C 0.35872 -0.19018 -2.08026
C -0.52347 -1.21594 -1.69572
C -0.56480 -2.45837 -2.32281
C 0.33867 -2.71057 -3.34362
C 1.26677 -1.74479 -3.66634
C 1.26444 -0.49235 -3.09448
C 0.34839 2.62772 -2.15731
C 0.09305 2.58140 -3.52721
C 0.11985 3.73013 -4.31982
C 0.30024 4.97623 -3.72150
C 0.56200 5.03246 -2.36453
C 0.60888 3.87409 -1.59526
H 2.36452 2.48383 -0.33233
H 1.97031 1.16904 0.74024
H 3.72619 -1.40232 -1.15142
H 2.14807 -1.23383 -0.51460
H 6.66575 -0.11190 1.95685
H 8.95712 -0.87208 1.32442
H 9.19559 -2.85155 -0.20929
H 7.25840 -4.01678 -0.99608
H 5.00034 -3.46498 -0.18195
H 5.12667 1.22052 0.90011
H 4.86147 3.36289 2.25002
H 3.16342 3.55001 4.01231
H 1.86176 1.43447 4.65868
H 2.29365 -0.62462 3.59046
H 2.80300 2.58605 -2.52397
H 4.55164 3.46204 -3.99770
H 6.83762 2.48159 -4.10805
H 7.37753 0.56049 -2.64966
H 5.64730 -0.35209 -1.11425
H -1.22818 -1.05933 -0.91527
H -1.28898 -3.13832 -1.92370
H 0.39012 -3.68157 -3.82116
H 2.02980 -1.88776 -4.42959
H 2.02222 0.22773 -3.34810
H -0.06745 1.62939 -4.06545
H 0.04252 3.67754 -5.39704
H 0.29326 5.85976 -4.35551
H 0.82393 6.00336 -1.94441
H 0.86062 3.94081 -0.52936
I -0.52249 -1.46375 5.06918
C -1.18513 0.34791 4.36007
C -1.86692 1.23002 5.21960
C -2.22068 2.48133 4.70806
C -1.85664 2.80668 3.41963
C -1.21502 1.83537 2.67222
N -0.85473 0.59961 3.10980
H -2.11485 0.90909 6.21195
H -2.72402 3.17587 5.35239
H -2.07689 3.77926 3.01319
H -0.97828 2.01391 1.64782
S -2.50485 -3.50614 0.87788
Sb -4.41284 -2.33509 0.52704
C -6.09271 -3.41081 -0.15184
C -7.29758 -2.72156 -0.07621
C -8.45383 -3.35703 -0.42741
C -8.43559 -4.66858 -0.83903
C -7.20235 -5.36739 -0.92612
C -6.03050 -4.72951 -0.54847
C -4.99359 -1.28968 2.22025
C -6.03725 -0.38987 2.25424
C -6.35176 0.22893 3.43576
C -5.71303 -0.06169 4.61434
C -4.57683 -0.89407 4.55909
C -4.24472 -1.50954 3.36296
C -4.10645 -0.83866 -0.86893
C -4.40758 -1.09621 -2.21836
C -4.01853 -0.19821 -3.16831
C -3.38506 0.98196 -2.79667
C -3.16076 1.30378 -1.46331
C -3.53860 0.38745 -0.49647
H -7.25289 -1.72671 0.33600
H -9.41803 -2.83702 -0.27750
H -9.33405 -5.16519 -1.07064
H -7.24604 -6.37421 -1.30467
H -5.08347 -5.28111 -0.58909
H -6.54015 -0.15459 1.31406
H -7.17583 0.90881 3.41445
H -5.95917 0.40303 5.52288
H -4.00671 -1.10679 5.48891
H -3.38682 -2.18968 3.36564
H -4.85612 -2.05880 -2.50450
H -4.15348 -0.37191 -4.21499
H -3.04659 1.65014 -3.56760
H -2.69847 2.27076 -1.17471
H -3.35675 0.52107 0.53829
*
```

The energy relative to the best compared isomer or geometry (same formula, charge and spin) comes out at 0.6751 eV. As for the HOMO-LUMO gap: 0.2720 Eh. The value obtained for the HOMO energy is -9.43 eV. For the electronic energy, the calculation gives -121165.234 eV.

=====

The following is a DFT calculation (the ωB97M-V functional and the def2-TZVPD basis) of C55H48N2P2Pd as an isolated structure.

```
! RIJCOSX wB97M-V def2-TZVPD def2/J DEFGRID3
* xyz 0 1
C -4.25700 -1.57423 2.82128
C -4.28857 -1.50732 1.42367
C -3.11489 -1.64629 0.68483
C -1.86535 -1.88597 1.33162
C -0.62613 -1.97978 0.51821
C 0.62580 -2.54393 0.98971
C 1.50763 -3.31167 0.22900
C 1.10329 -3.91632 -1.01690
C 2.06928 -4.18248 -2.01424
C 1.75495 -4.36552 -3.35432
C 0.40470 -4.46689 -3.71357
C -0.57019 -4.48856 -2.70659
C -0.23830 -4.23479 -1.37262
Pd -0.81002 0.26695 0.56520
P -0.51557 1.80827 2.18256
C -0.35090 0.88692 3.73796
C -1.37750 0.89259 4.69296
C -1.23456 0.14158 5.86109
C -0.08498 -0.62966 6.06584
C 0.95511 -0.60717 5.12911
C 0.81309 0.12806 3.95015
C 0.93936 2.87375 2.11674
C 1.48046 3.38216 3.30960
C 2.58093 4.23608 3.25097
C 3.14640 4.56398 2.01513
C 2.60082 4.06483 0.83081
C 1.49983 3.21624 0.87816
C -1.97158 2.87250 2.32506
C -1.90465 4.18828 2.81372
C -3.08422 4.91818 2.97189
C -4.31549 4.36233 2.59835
C -4.37223 3.06710 2.07791
C -3.20512 2.31935 1.94954
P -0.66507 0.82933 -1.62173
C -2.09153 0.13092 -2.48702
C -3.25192 0.90427 -2.65778
C -4.40151 0.31270 -3.18444
C -4.41234 -1.05145 -3.49549
C -3.26968 -1.83279 -3.28818
C -2.10025 -1.24018 -2.80672
C -0.60659 2.61888 -1.88155
C 0.37260 3.19699 -2.71028
C 0.51874 4.58340 -2.73775
C -0.26981 5.39277 -1.91874
C -1.26657 4.82596 -1.12355
C -1.45711 3.44640 -1.12389
C 0.75763 0.10270 -2.48900
C 0.68588 -0.32584 -3.82678
C 1.80821 -0.88230 -4.43279
C 3.02571 -0.93953 -3.74011
C 3.10369 -0.45382 -2.43257
C 1.97013 0.02412 -1.78836
C -1.89790 -2.12177 2.73259
C -3.06943 -1.93570 3.46362
H -5.16012 -1.36137 3.40114
H -5.24040 -1.33456 0.91395
H -3.13959 -1.54280 -0.40777
H -0.83207 -2.08411 -0.55215
H 0.91007 -2.24777 2.00006
H 2.55592 -3.38941 0.51380
H 3.08856 -4.18283 -1.68564
H 2.54715 -4.42083 -4.10938
H 0.12561 -4.57732 -4.76121
H -1.60520 -4.72060 -2.96475
H -1.00628 -4.27174 -0.60068
H -2.26892 1.49900 4.52592
H -2.02228 0.16587 6.61536
H -0.00106 -1.25475 6.95605
H 1.88218 -1.15079 5.31909
H 1.61111 0.14448 3.20337
H 1.01958 3.12646 4.26768
H 2.98438 4.65149 4.17305
H 4.01977 5.21138 1.97383
H 3.01282 4.34694 -0.13621
H 1.03260 2.83964 -0.03506
H -0.94117 4.62087 3.08734
H -3.04522 5.92842 3.38106
H -5.23553 4.94064 2.70621
H -5.32009 2.61810 1.78229
H -3.23500 1.30366 1.55092
H -3.23158 1.96322 -2.39126
H -5.29133 0.92177 -3.34867
H -5.31760 -1.51184 -3.89351
H -3.28072 -2.90029 -3.50345
H -1.18899 -1.83023 -2.68706
H 0.99896 2.55505 -3.33121
H 1.25809 5.03199 -3.39857
H -0.10669 6.46790 -1.89822
H -1.90551 5.45359 -0.50420
H -2.25007 3.00170 -0.51624
H -0.24096 -0.21218 -4.39309
H 1.74232 -1.25905 -5.45295
H 3.91708 -1.34630 -4.21985
H 4.05827 -0.41719 -1.91674
H 2.01876 0.35541 -0.75067
H -0.97295 -2.42208 3.22514
H -3.07708 -2.07334 4.54667
C 5.09416 -5.12726 -2.42554
C 5.39035 -3.92858 -1.62357
N 6.58239 -3.27705 -1.73820
C 6.48341 -2.17362 -0.93206
C 5.17785 -2.15337 -0.36769
N 4.52818 -3.28906 -0.75044
H 4.15855 -5.58900 -2.12197
H 5.03075 -4.84295 -3.48475
H 5.88391 -5.87431 -2.30400
H 7.28217 -1.45256 -0.75708
H 4.74425 -1.36200 0.22862
*
```

The energy relative to the best compared isomer or geometry (same formula, charge and spin) comes out at 0.0000 eV. As for the HOMO-LUMO gap: 0.1228 Eh. The value obtained for the HOMO energy is -5.50 eV. For the electronic energy, the calculation gives -82849.693 eV.